Record 1
40
Properties=species:S:1:pos:R:3 method="wB97M-V/def2-TZVPD" largest_force_ha_per_bohr=0.0227 smiles="CSc1ccccc1C(=O)NCCOc1ccccc1C" orbital_gap_ev=8.616 e_above_lowest_kj_mol=39.2
C 5.32 2.27 0.76
S 3.71 1.76 0.03
C 3.84 0.01 0.04
C 5.02 -0.66 0.34
C 5.08 -2.04 0.31
C 3.96 -2.78 -0.02
C 2.77 -2.13 -0.31
C 2.69 -0.74 -0.27
C 1.45 0.00 -0.57
O 1.47 1.20 -0.82
N 0.29 -0.70 -0.57
C -0.98 -0.04 -0.78
C -1.53 0.57 0.52
O -2.84 1.06 0.36
C -3.89 0.19 0.28
C -3.81 -1.18 0.50
C -4.96 -1.96 0.42
C -6.18 -1.39 0.12
C -6.25 -0.02 -0.10
C -5.13 0.78 -0.02
C -5.19 2.26 -0.25
H 6.14 2.05 0.08
H 5.23 3.35 0.87
H 5.46 1.81 1.73
H 5.92 -0.11 0.58
H 6.01 -2.53 0.54
H 4.01 -3.86 -0.06
H 1.91 -2.72 -0.60
H 0.27 -1.62 -0.16
H -1.69 -0.76 -1.19
H -0.82 0.76 -1.50
H -1.48 -0.16 1.34
H -0.93 1.44 0.79
H -2.88 -1.65 0.74
H -4.88 -3.02 0.59
H -7.06 -2.00 0.06
H -7.20 0.43 -0.33
H -4.89 2.79 0.65
H -4.51 2.55 -1.04
H -6.20 2.57 -0.52

Record 2
12
Properties=species:S:1:pos:R:3 method="wB97M-V/def2-TZVPD" largest_force_ha_per_bohr=0.1381 orbital_gap_ev=7.520 e_above_lowest_kj_mol=468.2
C 0.26 -0.44 -0.21
C 0.07 -1.73 0.29
C 0.12 1.92 -0.59
N 0.61 0.62 -0.72
O -1.98 0.57 1.33
I -2.04 -0.90 2.52
H 0.92 -2.22 0.78
H -0.69 -1.73 1.31
H -0.22 -2.24 -0.55
H 0.64 2.54 0.02
H -0.85 1.82 -0.21
H 0.18 2.40 -1.65

Record 3
16
Properties=species:S:1:pos:R:3 method="wB97M-V/def2-TZVPD" largest_force_ha_per_bohr=0.0068 orbital_gap_ev=8.895 e_above_lowest_kj_mol=432.5
C -1.44 0.69 -1.17
C -0.73 -0.65 -1.14
C 0.21 -0.27 1.15
C 0.97 0.96 1.51
C 1.03 -1.31 0.53
O 0.58 -0.45 -0.56
H -0.75 1.47 -1.51
H -1.80 0.95 -0.17
H -2.29 0.66 -1.87
H -0.54 -1.04 -2.15
H -1.29 -1.37 -0.54
H 0.44 1.85 1.14
H 0.95 1.02 2.61
H 2.02 1.01 1.17
H 0.65 -2.34 0.45
H 2.13 -1.28 0.56

Record 4
96
Properties=species:S:1:pos:R:3 method="wB97M-V/def2-TZVPD" largest_force_ha_per_bohr=0.1112 orbital_gap_ev=10.835 e_above_lowest_kj_mol=128.4
C -18.92 0.56 19.56
C -17.80 1.41 19.18
N -16.84 1.94 18.83
H -19.04 0.64 20.64
H -18.73 -0.46 19.21
H -19.88 0.91 19.17
C -15.80 1.22 12.02
C -14.83 2.26 12.42
N -14.06 3.09 12.67
H -16.85 1.50 11.96
H -15.76 0.46 12.80
H -15.53 0.75 11.08
C -13.57 1.16 17.71
C -14.20 -0.05 18.21
N -14.67 -1.00 18.67
H -12.59 1.28 18.16
H -14.20 2.01 17.98
H -13.56 1.14 16.62
C -19.90 4.10 14.05
C -19.79 4.67 12.66
N -19.69 5.12 11.58
H -19.66 3.04 14.09
H -20.96 4.12 14.32
H -19.33 4.67 14.78
C -12.09 4.42 22.98
C -12.97 4.32 21.81
N -13.66 4.28 20.84
H -11.91 3.49 23.52
H -12.42 5.30 23.54
H -11.12 4.71 22.56
C -16.07 3.24 15.82
C -16.42 4.25 14.82
N -16.73 5.04 14.05
H -15.52 2.34 15.55
H -17.07 2.96 16.16
H -15.57 3.64 16.70
C -20.20 6.50 17.18
C -19.54 5.22 17.21
N -19.05 4.15 17.26
H -20.59 6.79 18.15
H -21.03 6.26 16.51
H -19.64 7.34 16.77
C -16.17 5.05 10.55
C -14.93 5.85 10.54
N -13.92 6.47 10.48
H -16.22 4.27 9.79
H -17.04 5.68 10.35
H -16.29 4.56 11.52
C -13.80 6.41 13.74
C -13.44 6.26 15.13
N -13.14 6.14 16.25
H -14.48 7.25 13.60
H -14.28 5.50 13.38
H -12.91 6.61 13.15
C -10.79 3.34 16.65
C -9.83 4.44 16.71
N -9.12 5.34 16.85
H -11.74 3.53 16.15
H -10.95 3.16 17.71
H -10.33 2.47 16.17
C -17.42 8.36 13.85
C -17.14 8.50 12.41
N -16.95 8.58 11.31
H -16.45 8.39 14.34
H -17.94 7.42 14.02
H -17.93 9.25 14.23
C -9.77 1.24 13.31
C -11.09 1.09 14.01
N -12.12 0.99 14.51
H -9.09 0.50 13.73
H -9.33 2.23 13.44
H -10.08 1.05 12.28
C -11.23 -1.84 15.54
C -10.35 -1.21 16.53
N -9.63 -0.69 17.28
H -12.24 -1.42 15.60
H -11.31 -2.90 15.79
H -10.83 -1.51 14.58
C -16.74 4.63 21.46
C -17.87 3.86 21.92
N -18.77 3.28 22.28
H -16.97 5.67 21.69
H -16.37 4.31 20.48
H -15.96 4.48 22.21
C -18.61 -2.09 15.92
C -19.18 -0.78 15.57
N -19.55 0.28 15.29
H -19.38 -2.77 16.29
H -17.77 -1.96 16.61
H -18.18 -2.63 15.07
C -13.86 8.23 18.42
C -15.19 7.78 18.09
N -16.31 7.43 17.85
H -14.03 9.10 19.06
H -13.28 8.44 17.53
H -13.33 7.40 18.88

Record 5
21
Properties=species:S:1:pos:R:3 method="wB97M-V/def2-TZVPD" largest_force_ha_per_bohr=0.0609 smiles="C#CC/N=C(/N/C=[N+](/[O-])O)SC" orbital_gap_ev=8.946 e_above_lowest_kj_mol=641.0
C -3.02 3.08 0.05
C -2.32 2.30 -0.50
C -1.60 1.33 -1.23
N -0.28 1.05 -0.48
C 0.21 -0.11 -0.42
N 1.49 -0.26 0.10
C 2.27 0.85 0.29
N 3.47 0.89 -0.21
O 4.40 1.67 -0.21
O 3.81 -0.34 -0.90
S -0.54 -1.65 -0.95
C -0.94 -2.31 0.67
H -3.57 3.83 0.55
H -1.25 1.76 -2.20
H -2.28 0.48 -1.43
H 2.06 -1.06 -0.17
H 1.92 1.73 0.78
H 4.85 -0.26 -1.02
H -0.14 -2.18 1.35
H -1.16 -3.37 0.55
H -1.78 -1.80 1.10

Record 6
66
Properties=species:S:1:pos:R:3 method="wB97M-V/def2-TZVPD" total_charge=-1 largest_force_ha_per_bohr=0.0566 orbital_gap_ev=5.554 e_above_lowest_kj_mol=49.5
C -3.41 -1.28 0.55
C -2.59 -1.76 -0.53
C -1.42 -2.33 0.02
H -2.85 -1.72 -1.59
C -1.51 -2.25 1.44
C -2.72 -1.60 1.78
H -0.80 -2.70 2.14
C -1.42 1.96 -0.91
C -1.72 0.97 -1.91
C -0.51 0.39 -2.35
H -2.71 0.74 -2.31
C 0.56 1.05 -1.69
C 0.01 1.98 -0.79
H -0.63 -2.84 -0.52
H -3.10 -1.41 2.78
H -4.45 -0.93 0.48
H 0.59 2.62 -0.12
H -0.39 -0.44 -3.04
H -2.10 2.72 -0.51
Mg -2.96 0.86 0.40
C 2.04 0.92 -2.00
C 2.58 2.28 -2.45
C 2.30 -0.08 -3.13
H 2.08 2.60 -3.37
H 3.65 2.20 -2.65
H 2.43 3.05 -1.69
H 1.79 0.24 -4.05
H 1.94 -1.09 -2.87
H 3.38 -0.13 -3.32
C 2.82 0.50 -0.73
C 2.60 -0.93 -0.27
H 2.54 1.14 0.11
H 3.90 0.65 -0.93
O 1.48 -1.41 -0.06
N 3.72 -1.69 -0.11
C 3.61 -2.96 0.60
H 4.58 -1.17 0.05
C 2.72 -3.95 -0.11
C 1.82 -4.73 0.63
H 1.76 -4.58 1.71
C 0.99 -5.64 -0.02
H 0.27 -6.23 0.56
C 1.07 -5.81 -1.41
H 0.44 -6.54 -1.91
C 2.00 -5.06 -2.14
H 2.08 -5.19 -3.22
C 2.84 -4.15 -1.49
H 3.58 -3.58 -2.05
H 3.23 -2.78 1.62
H 4.63 -3.36 0.69
O -4.66 1.74 3.82
S -3.87 2.07 2.67
O -4.51 1.83 1.34
N -2.41 1.34 2.50
C -1.30 2.18 2.52
O -0.14 1.81 2.30
C -1.77 3.58 2.68
C -1.02 4.74 2.46
C -1.66 5.97 2.37
C -3.05 6.07 2.55
C -3.80 4.91 2.78
C -3.15 3.68 2.77
H 0.06 4.65 2.32
H -1.09 6.88 2.14
H -3.54 7.05 2.51
H -4.88 4.94 2.97